Entry 1:
Entry from OMol25: C22H33Br21O9S as an isolated structure in a non-equilibrium geometry (the ωB97M-V functional and the def2-TZVPD basis).

Element x y z (Å)
O 0.06303 4.66712 -5.39238
C 0.69245 3.68722 -5.20176
O 2.02359 3.60590 -5.46177
C 2.50145 2.26062 -5.24011
C 1.53510 1.65971 -4.25633
C 0.16184 2.35739 -4.64621
H 3.50645 2.23536 -4.81889
H 2.49020 1.65365 -6.14540
H 1.85874 1.83417 -3.23021
H 1.56701 0.59444 -4.48493
H -0.47052 2.59031 -3.78949
H -0.41408 1.81808 -5.39825
O -0.03616 -3.47183 -1.39538
C 0.67685 -4.41616 -1.08266
O 0.78267 -5.52333 -1.84434
C 1.97992 -6.27025 -1.41494
C 2.79805 -5.26681 -0.75702
C 1.84193 -4.36125 -0.02184
H 2.55250 -6.74032 -2.21450
H 1.66938 -7.05737 -0.72784
H 3.43102 -4.68466 -1.42676
H 3.58521 -5.53325 -0.05169
H 2.24810 -3.36910 0.17504
H 1.44475 -4.84613 0.86993
O -5.02741 -1.19403 -1.10972
C -5.21599 -0.01933 -0.94487
O -5.75900 0.56055 0.17163
C -5.70547 1.98133 0.11590
C -4.81098 2.24911 -1.03415
C -4.97326 1.07674 -1.98838
H -5.44253 2.59643 0.97649
H -6.69644 2.33699 -0.16621
H -3.80120 2.46770 -0.68680
H -5.06722 3.21937 -1.45962
H -4.19424 1.02395 -2.74894
H -5.87869 1.19966 -2.58268
O -2.15719 1.21953 0.94456
S -1.17939 1.04089 -0.11081
O -1.08072 1.96580 -1.23223
O 0.36543 0.94899 0.64597
C 0.53854 0.76408 2.03655
C 1.32811 -0.57345 2.23951
C -1.40055 -0.70295 -0.64265
H -0.43065 0.91814 2.51092
H 1.05297 1.65504 2.39666
H 1.88957 -0.72219 3.16186
H 2.04699 -0.82821 1.46079
H 0.80134 -1.51882 2.10956
H -1.24370 -1.38930 0.18947
H -0.72102 -0.97319 -1.45092
H -2.45840 -0.80049 -0.88667
C 5.01260 1.80151 2.57368
Br 3.98064 1.22978 4.19325
Br 6.20149 3.28815 3.07659
Br 3.61888 2.14175 1.16940
H 5.56367 0.91285 2.26596
C 4.55067 -0.85309 -1.41074
Br 2.54417 -0.92133 -1.29871
Br 5.07961 0.91586 -2.28698
Br 5.30058 -2.37443 -2.55573
H 4.98748 -0.88232 -0.41252
C -3.21923 -3.85639 1.30632
Br -3.21003 -3.97622 -0.65612
Br -4.44198 -2.45761 1.96491
Br -1.35523 -3.62134 1.96066
H -3.57883 -4.81181 1.68838
C 3.77279 -3.51582 3.46595
Br 4.53787 -2.84965 5.18875
Br 4.24228 -5.36884 2.95177
Br 4.26542 -2.24460 2.07682
H 2.69356 -3.41225 3.57837
C -3.80794 0.01100 5.05721
Br -2.06078 -0.40481 4.25442
Br -4.55817 -1.64361 5.85090
Br -5.20912 0.71980 3.83719
H -3.70491 0.70586 5.89067
C -1.97862 3.67075 3.79555
Br -2.07363 4.58197 1.98151
Br -3.18449 4.33933 5.27847
Br -0.14516 3.54141 4.45140
H -2.29195 2.63695 3.64994
C 0.92482 5.20718 -1.37684
Br 0.45149 6.63595 -2.64970
Br 1.00517 6.10721 0.36471
Br 2.68015 4.36829 -1.82281
H 0.13835 4.45269 -1.36011

- ΔE to the lowest compared entry with this formula, charge and spin (kJ/mol) = 0.0

Formally, the Löwdin partial charges of the atoms, in units of the elementary charge, are as follows:
1 O 0.098
2 C -0.518
3 O 0.011
4 C -0.179
5 C -0.176
6 C -0.027
7 H 0.098
8 H 0.125
9 H 0.053
10 H 0.106
11 H 0.099
12 H 0.123
13 O 0.009
14 C -0.460
15 O 0.043
16 C -0.132
17 C -0.219
18 C -0.106
19 H 0.133
20 H 0.132
21 H 0.092
22 H 0.089
23 H 0.039
24 H 0.099
25 O 0.050
26 C -0.460
27 O 0.002
28 C -0.184
29 C -0.192
30 C -0.045
31 H 0.122
32 H 0.126
33 H 0.088
34 H 0.123
35 H 0.126
36 H 0.128
37 O -0.345
38 S 0.667
39 O -0.298
40 O -0.325
41 C -0.319
42 C -0.127
43 C -0.099
44 H 0.019
45 H 0.035
46 H 0.026
47 H -0.052
48 H 0.027
49 H 0.014
50 H 0.054
51 H 0.043
52 C -1.440
53 Br 0.508
54 Br 0.572
55 Br 0.568
56 H -0.039
57 C -1.353
58 Br 0.621
59 Br 0.491
60 Br 0.510
61 H -0.068
62 C -1.449
63 Br 0.636
64 Br 0.582
65 Br 0.568
66 H -0.026
67 C -1.481
68 Br 0.542
69 Br 0.587
70 Br 0.619
71 H -0.026
72 C -1.475
73 Br 0.597
74 Br 0.513
75 Br 0.541
76 H -0.027
77 C -1.450
78 Br 0.527
79 Br 0.505
80 Br 0.575
81 H -0.087
82 C -1.474
83 Br 0.576
84 Br 0.511
85 Br 0.548
86 H -0.034

=====

Entry 2:
Entry from OMol25: C22H33BrF4GeN4O3SeZr as an isolated structure in a non-equilibrium geometry (the ωB97M-V functional and the def2-TZVPD basis).

Element x y z (Å)
Zr 1.30788 0.05722 0.03678
C 3.41429 2.82854 3.02751
C 3.11530 1.65877 2.10514
N 1.68360 1.15214 2.08622
C 1.38429 0.54120 3.42860
C 1.98331 -0.82122 3.69523
C 0.73516 2.28712 1.87970
C 1.06262 3.04627 0.60814
N 1.31349 2.05658 -0.43715
C 1.78021 2.46342 -1.71300
C 1.93000 1.48233 -2.68208
F 1.61226 0.17475 -2.29026
C 2.37605 1.69228 -3.96319
F 2.48350 0.65887 -4.78795
C 2.70850 2.98133 -4.35628
C 2.56824 3.98581 -3.42113
F 2.86859 5.23628 -3.73317
C 2.11664 3.74869 -2.11927
F 2.00951 4.79065 -1.28759
H 4.48711 3.00562 2.96844
H 3.18649 2.64554 4.07472
H 2.92012 3.74942 2.72731
H 3.72943 0.79561 2.36810
H 3.37334 1.93828 1.07787
H 0.29905 0.53113 3.53563
H 1.73587 1.25884 4.17415
H 1.60413 -1.59934 3.03547
H 1.72758 -1.09709 4.71803
H 3.06873 -0.82334 3.62466
H 0.76544 2.96696 2.73755
H -0.27942 1.86425 1.82928
H 1.92644 3.69703 0.75906
H 0.21434 3.69168 0.35462
H 3.07011 3.18899 -5.35132
O -2.26176 -4.54058 2.74013
C -1.66958 -3.45452 2.26113
C -1.83453 -2.17163 2.79087
C -1.14729 -1.12897 2.21661
N -0.31911 -1.28124 1.16042
C -0.24573 -2.51101 0.64677
Br 0.74808 -2.64293 -0.96973
C -0.85780 -3.63703 1.13337
H -2.81346 -4.34548 3.51034
H -2.48752 -1.98593 3.63113
H -1.26352 -0.12618 2.60297
H -0.74653 -4.60520 0.67355
O 2.78871 -1.35959 0.85609
N 3.77932 -0.96038 0.19324
O 3.44985 0.04693 -0.48521
C -2.42280 -3.88792 -2.86150
Ge -3.18384 -2.18402 -2.34192
C -3.57194 -2.18760 -0.43440
C -4.77605 -1.81072 -3.36916
C -1.91007 -0.72859 -2.81164
Se -1.17825 0.50861 -1.49903
C -2.74168 1.11142 -0.54306
H -3.20383 -4.64656 -2.82828
H -1.62372 -4.21248 -2.20047
H -2.03587 -3.85906 -3.87891
H -3.80666 -3.20208 -0.11440
H -4.43216 -1.56163 -0.20273
H -2.72492 -1.83627 0.15230
H -5.53454 -2.57384 -3.20522
H -4.55071 -1.78527 -4.43430
H -5.19948 -0.84741 -3.08556
H -2.40568 -0.05342 -3.51275
H -1.03155 -1.11973 -3.33150
H -3.43549 1.46105 -1.30602
H -2.44408 1.95902 0.07104
H -3.18802 0.32563 0.06602

- ΔE to the lowest compared entry with this formula, charge and spin (kJ/mol) = 0.0
- net charge = +2

Formally, the Löwdin partial charges of the atoms, in units of the elementary charge, are as follows:
1 Zr 1.656
2 C -0.043
3 C -0.215
4 N -0.254
5 C -0.218
6 C -0.057
7 C -0.175
8 C -0.192
9 N -0.209
10 C -0.164
11 C -0.147
12 F -0.116
13 C -0.200
14 F 0.138
15 C 0.119
16 C -0.188
17 F 0.146
18 C -0.124
19 F 0.117
20 H 0.103
21 H 0.083
22 H 0.079
23 H 0.113
24 H 0.106
25 H 0.093
26 H 0.120
27 H 0.054
28 H 0.100
29 H 0.084
30 H 0.144
31 H 0.112
32 H 0.118
33 H 0.145
34 H 0.155
35 O 0.152
36 C -0.281
37 C 0.050
38 C -0.117
39 N -0.120
40 C -0.681
41 Br 0.978
42 C 0.004
43 H 0.147
44 H 0.141
45 H 0.113
46 H 0.142
47 O -0.279
48 N -0.059
49 O -0.193
50 C -0.210
51 Ge 0.761
52 C -0.205
53 C -0.206
54 C -0.539
55 Se 0.924
56 C -0.330
57 H 0.036
58 H -0.014
59 H 0.036
60 H 0.038
61 H 0.036
62 H -0.028
63 H 0.035
64 H 0.036
65 H 0.028
66 H 0.025
67 H 0.013
68 H 0.048
69 H 0.027
70 H 0.008

=====

Entry 3:
Entry from OMol25: C22H33BrNOPtSe as an isolated structure in a non-equilibrium geometry (the ωB97M-V functional and the def2-TZVPD basis).

Element x y z (Å)
Pt -0.05926 -0.82074 -0.21737
C 0.94847 -0.71125 1.95502
C 1.39886 -1.75417 1.07041
C 2.06323 -1.07019 -0.05786
C 1.92764 0.32656 0.21225
C 1.30182 0.54719 1.45473
C 1.20792 1.88499 2.16259
C -0.23131 2.24068 2.53073
C 2.03472 1.75688 3.45247
C 1.79082 2.99462 1.28984
C 3.08978 -1.56578 -1.08547
C 3.45123 -0.41548 -2.04008
C 4.35299 -1.92250 -0.28079
C 2.66906 -2.75669 -1.96349
C 1.28128 -3.20463 1.54870
C -0.17027 -3.50030 1.95222
C 1.69410 -4.26312 0.53704
C 2.17580 -3.33991 2.79708
H 0.43479 -0.88783 2.88711
H 2.28840 1.09848 -0.44280
H -0.69308 1.46792 3.14198
H -0.84054 2.38350 1.63791
H -0.23779 3.17067 3.10192
H 1.62627 0.99475 4.11856
H 2.02416 2.71061 3.98159
H 3.07329 1.49857 3.23517
H 1.22316 3.11504 0.36315
H 2.83574 2.80303 1.03529
H 1.75220 3.94126 1.82947
H 3.91609 0.42981 -1.53052
H 2.57525 -0.06368 -2.59203
H 4.17565 -0.78206 -2.76561
H 4.73237 -1.05508 0.26591
H 5.13423 -2.25916 -0.96448
H 4.16518 -2.72027 0.43754
H 1.60433 -2.74473 -2.18361
H 2.92078 -3.71562 -1.52270
H 3.20293 -2.69467 -2.91212
H -0.83049 -3.47943 1.08396
H -0.55794 -2.79818 2.69287
H -0.21508 -4.49835 2.39064
H 1.11012 -4.19324 -0.38194
H 1.50988 -5.24496 0.97665
H 2.75288 -4.21265 0.29433
H 1.85457 -2.67974 3.60571
H 3.21924 -3.11059 2.56781
H 2.13134 -4.36565 3.16527
O -4.79273 2.52114 -2.36746
C -3.65373 2.02558 -1.87726
C -2.43221 2.08764 -2.54681
C -1.33858 1.51368 -1.95355
N -1.37064 0.90353 -0.75349
C -2.56309 0.87533 -0.12627
Br -2.62375 -0.02740 1.52623
C -3.71894 1.41728 -0.62760
H -4.66619 2.88637 -3.25173
H -2.34065 2.56641 -3.51277
H -0.37196 1.53746 -2.43957
H -4.65220 1.36837 -0.08739
Se -1.04724 -2.26642 -1.70356

- energy (Ha) = -6082.60410
- net charge = +1

Formally, the natural (NBO) partial charges of the atoms, in units of the elementary charge, are as follows:
1 Pt 0.779
2 C -0.287
3 C -0.035
4 C 0.077
5 C -0.272
6 C 0.047
7 C -0.101
8 C -0.591
9 C -0.593
10 C -0.607
11 C -0.134
12 C -0.603
13 C -0.598
14 C -0.608
15 C -0.085
16 C -0.600
17 C -0.609
18 C -0.599
19 H 0.259
20 H 0.255
21 H 0.214
22 H 0.208
23 H 0.227
24 H 0.213
25 H 0.230
26 H 0.217
27 H 0.209
28 H 0.213
29 H 0.233
30 H 0.204
31 H 0.211
32 H 0.231
33 H 0.211
34 H 0.231
35 H 0.209
36 H 0.224
37 H 0.222
38 H 0.222
39 H 0.225
40 H 0.201
41 H 0.227
42 H 0.229
43 H 0.227
44 H 0.207
45 H 0.208
46 H 0.213
47 H 0.229
48 O -0.616
49 C 0.402
50 C -0.326
51 C 0.096
52 N -0.582
53 C 0.177
54 Br 0.133
55 C -0.323
56 H 0.499
57 H 0.242
58 H 0.222
59 H 0.266
60 Se -0.180